(1)
C25H27N4O | wB97M-V/def2-TZVPD

Last column: natural (NBO) charge in e.
Positions of all 57 atoms, in Å:
C: 1.18544 1.43211 -3.10733  -0.2524
O: 0.49568 1.85464 -1.91432  -0.5673
C: -0.51210 1.05658 -1.32105  0.2226
C: -1.87210 1.29085 -2.00281  -0.0204
C: -2.78804 0.24984 -2.24024  -0.2384
C: -4.05266 0.52755 -2.77690  -0.1860
C: -4.43249 1.83498 -3.07505  -0.1894
C: -3.52914 2.87232 -2.82960  -0.2035
C: -2.26400 2.61236 -2.29573  -0.2292
H: 2.02283 2.13360 -3.20530  0.2134
H: 1.56786 0.39853 -3.01111  0.1936
H: 0.53169 1.50605 -3.99526  0.1966
H: -0.22162 0.00494 -1.32431  0.2034
H: -2.50056 -0.78705 -2.03955  0.2251
H: -4.74098 -0.29735 -2.95908  0.2302
H: -5.42983 2.04762 -3.47170  0.2352
H: -3.80479 3.89929 -3.05195  0.2302
H: -1.56007 3.43021 -2.08521  0.2237
N: -1.00819 -2.51471 -1.73089  -0.0233
N: -0.74659 -2.13717 -0.67111  0.2308
N: -0.66444 -1.75420 0.50900  -0.3799
C: 0.52309 -0.96106 0.89892  0.1127
C: 0.97028 -1.51382 2.27390  -0.0706
C: 2.23934 -1.19419 2.76924  -0.2319
C: 2.66722 -1.72088 3.99296  -0.1823
C: 1.83371 -2.55377 4.73843  -0.1975
C: 0.55628 -2.84791 4.25713  -0.2124
C: 0.13087 -2.34155 3.02328  -0.1699
C: 1.67085 -1.11889 -0.10039  0.0018
C: 2.03117 -2.38776 -0.56996  -0.2295
C: 3.09884 -2.52501 -1.47156  -0.1885
C: 3.87892 -1.41330 -1.82011  -0.2014
C: 3.60891 -0.17766 -1.22247  -0.1964
C: 2.51167 -0.03451 -0.36029  -0.2598
C: -0.00198 0.48362 1.19695  -0.0229
C: -1.21465 0.42135 2.11595  -0.4449
C: -1.83234 1.81799 2.11667  -0.4291
C: -1.72350 2.21371 0.64626  -0.2156
N: -0.50165 1.44959 0.07845  -0.4002
H: 2.92633 -0.57294 2.18706  0.2231
H: 3.66632 -1.48903 4.35982  0.2265
H: 2.15844 -2.95657 5.69872  0.2310
H: -0.12566 -3.48176 4.81803  0.2273
H: -0.84834 -2.62002 2.62502  0.2294
H: 1.55106 -3.29730 -0.19860  0.2333
H: 3.33323 -3.50510 -1.90174  0.2350
H: 4.69490 -1.51100 -2.55126  0.2354
H: 4.24716 0.68774 -1.42553  0.2284
H: 2.34513 0.91790 0.14412  0.2057
H: 0.80046 1.07773 1.66662  0.2278
H: -1.91768 -0.31891 1.66393  0.2424
H: -0.88585 0.05442 3.09305  0.2634
H: -2.87204 1.82020 2.48904  0.2534
H: -1.28182 2.54467 2.74044  0.2194
H: -2.60987 1.93679 0.07437  0.2515
H: -1.51664 3.28482 0.52093  0.2301
H: 0.21196 2.17139 0.03210  0.4603

Results
* LUMO: -2.39 eV
* DFT total energy: -1262.7962 Eh
* orbital gap: 0.350 Ha
* ΔE to the lowest compared entry with this formula, charge and spin: 312.3 kJ/mol
* total charge: +1
* spin multiplicity: 1

***

(2)
C25H28Br2Cl57FNO4S2 | wB97M-V/def2-TZVPD

Last column: Löwdin charge in e.
Positions of all 120 atoms, in Å:
C: 2.50273 4.27937 -2.71959  -0.1228
C: 2.54376 3.35205 -1.44580  -0.6522
Br: 3.73938 3.84405 0.06609  0.5990
C: 1.78559 2.18131 -1.37131  -0.6805
Br: 1.97966 1.09536 0.26999  0.6453
S: 0.66563 1.57136 -2.69715  0.5964
O: 0.58276 0.07220 -2.51673  -0.4163
O: 1.27322 1.83374 -4.05822  -0.3857
N: -0.86070 2.30068 -2.71247  -0.3263
S: -1.91470 1.66567 -1.54167  0.6085
O: -1.28504 1.42299 -0.18778  -0.4463
O: -2.66595 0.43303 -1.95682  -0.3870
C: -3.14502 3.04885 -1.26358  -0.1854
C: -3.85986 3.47085 -2.63808  -0.3549
C: -4.85263 4.67725 -2.23452  -0.0952
F: -4.58255 2.39222 -3.21769  -0.0507
H: 1.52585 4.82922 -2.85611  0.0935
H: 2.82355 3.69362 -3.63511  0.0794
H: 3.30984 5.07129 -2.56763  0.0665
H: -3.87799 2.78984 -0.44916  0.0677
H: -2.49567 3.94711 -0.99229  0.1216
H: -3.11691 3.92855 -3.36208  0.1375
H: -5.21991 4.41323 -1.19219  0.0060
H: -4.18088 5.59214 -2.15704  0.0905
H: -5.69174 4.80041 -2.97629  0.0776
C: 7.60216 3.96443 -0.78376  -1.5700
Cl: 6.97350 3.09004 -2.18758  0.5193
Cl: 6.82106 5.54455 -0.63263  0.4902
Cl: 7.37836 3.01489 0.69211  0.5069
H: 8.66855 4.12449 -0.92883  -0.1058
C: -4.66079 -2.14540 -1.83147  -1.4983
Cl: -5.71455 -1.39990 -0.62580  0.5128
Cl: -3.97130 -3.64196 -1.19208  0.5507
Cl: -5.54274 -2.45439 -3.33359  0.5273
H: -3.84605 -1.45422 -2.04682  -0.0140
C: -3.60896 1.86899 2.53718  -1.4963
Cl: -3.25896 1.12013 4.10285  0.4990
Cl: -4.30987 0.69635 1.41986  0.5244
Cl: -4.70320 3.24494 2.72918  0.4829
H: -2.67338 2.22739 2.11210  0.0126
C: 0.35955 -2.62961 -1.31547  -1.4953
Cl: -0.59547 -3.41912 -2.57713  0.5004
Cl: -0.52373 -2.61568 0.21746  0.5191
Cl: 1.91764 -3.44470 -1.12256  0.4874
H: 0.54131 -1.59744 -1.61631  -0.0387
C: 3.88736 -5.71745 -4.10743  -1.5391
Cl: 3.63947 -7.43768 -3.77468  0.5085
Cl: 5.39098 -5.15171 -3.36849  0.4861
Cl: 3.89422 -5.42244 -5.85477  0.4813
H: 3.06144 -5.16009 -3.67092  -0.0332
C: 2.26380 3.93935 3.75423  -1.5632
Cl: 3.26175 2.63766 3.09292  0.4734
Cl: 2.20238 5.31027 2.63532  0.5017
Cl: 0.63177 3.35152 4.11027  0.5067
H: 2.71497 4.27690 4.68515  -0.0980
C: -0.35131 -5.46877 -6.37502  -1.5166
Cl: -0.19102 -7.14489 -6.92135  0.5129
Cl: 0.61062 -5.19412 -4.91837  0.5151
Cl: 0.12771 -4.34908 -7.65709  0.5254
H: -1.39502 -5.28629 -6.13410  0.0180
C: 4.13290 3.50318 7.74615  -1.5097
Cl: 5.56785 3.38341 6.71999  0.5326
Cl: 4.23156 4.92780 8.79007  0.5220
Cl: 2.66645 3.55520 6.75885  0.5913
H: 4.08865 2.61963 8.37693  0.0161
C: 11.14107 6.27836 0.23862  -1.5150
Cl: 10.51692 5.40536 -1.16817  0.5815
Cl: 10.35826 7.85632 0.38814  0.5269
Cl: 10.91137 5.32731 1.71108  0.5313
H: 12.20638 6.43717 0.09642  0.0132
C: -3.93262 4.52414 6.62024  -1.5338
Cl: -2.50060 4.39749 5.59100  0.4974
Cl: -3.79175 5.91176 7.70971  0.5121
Cl: -5.39895 4.65028 5.63961  0.5014
H: -4.00154 3.62276 7.22305  0.0167
C: 6.03105 -1.51020 -1.20311  -1.5222
Cl: 7.48333 -1.40689 -0.19488  0.5121
Cl: 5.24476 -3.07894 -1.02172  0.4799
Cl: 4.88923 -0.22600 -0.79845  0.5113
H: 6.32842 -1.39486 -2.24255  -0.0216
C: -8.36527 3.63418 0.13545  -1.5187
Cl: -7.56633 5.04861 -0.55419  0.5660
Cl: -7.16033 2.40373 0.52380  0.5133
Cl: -9.30624 4.07601 1.56799  0.5167
H: -9.04486 3.22613 -0.60761  0.0164
C: -4.37734 -4.72942 2.08004  -1.5130
Cl: -5.70785 -3.99460 2.98424  0.5543
Cl: -2.82796 -4.15327 2.70216  0.5121
Cl: -4.46742 -6.49419 2.16336  0.5331
H: -4.46365 -4.43091 1.03798  -0.0807
C: -0.33366 -5.18259 5.72954  -1.5188
Cl: 0.55934 -6.57654 5.10755  0.5170
Cl: -0.13674 -3.79359 4.64781  0.5160
Cl: -2.04434 -5.58246 5.94393  0.5225
H: 0.07839 -4.91714 6.69918  0.0146
C: 0.35139 2.56901 -7.28088  -1.5407
Cl: 1.10289 4.14546 -7.00358  0.5060
Cl: -1.40040 2.73742 -7.45577  0.5135
Cl: 1.04756 1.79046 -8.71058  0.4999
H: 0.55082 1.93986 -6.41487  -0.0092
C: -8.70227 -6.11674 3.50793  -1.5571
Cl: -9.76392 -5.23338 4.61339  0.5128
Cl: -8.21176 -7.66130 4.21658  0.5094
Cl: -9.49869 -6.37136 1.94948  0.5167
H: -7.81039 -5.51945 3.34168  -0.0650
C: -4.32444 -2.67758 6.14734  -1.5660
Cl: -5.52854 -3.83707 6.73062  0.5045
Cl: -5.11361 -1.28078 5.40221  0.5000
Cl: -3.26763 -2.16200 7.46931  0.5118
H: -3.71378 -3.16873 5.39297  -0.0510
C: 1.98258 -7.96561 0.16331  -1.5356
Cl: 2.85036 -6.56466 -0.46769  0.4965
Cl: 3.10245 -9.26887 0.58790  0.5136
Cl: 1.01161 -7.48307 1.55881  0.5140
H: 1.31200 -8.32961 -0.61043  0.0174
C: 6.31771 -1.35637 -5.90782  -1.5250
Cl: 7.76848 -1.27718 -4.89384  0.5192
Cl: 5.51940 -2.92389 -5.72901  0.4892
Cl: 5.20529 -0.04327 -5.50316  0.5382
H: 6.61982 -1.24187 -6.94525  0.0129

Results
* LUMO: 1.46 eV
* DFT total energy: -33600.2230 Eh
* orbital gap: 0.303 Ha
* total charge: -1
* spin multiplicity: 1

***

(3)
C25H28BrN2O9 | wB97M-V/def2-TZVPD

Last column: natural (NBO) charge in e.
Positions of all 65 atoms, in Å:
Br: -0.43542 0.60385 0.43775  -0.9110
C: 1.43770 -0.61881 4.19641  0.7716
O: 1.77929 -0.93725 5.34732  -0.7011
N: 1.71446 -1.43269 3.14826  -0.8440
N: 0.77637 0.52148 3.88862  -0.8518
H: 1.53351 -1.18005 2.19071  0.4034
H: 2.35410 -2.17472 3.35967  0.3995
H: 0.56173 1.17693 4.61665  0.3934
H: 0.43696 0.78975 2.98013  0.4179
C: 2.04417 1.25307 -2.48129  -0.2540
C: 3.21788 1.90987 -2.77705  -0.2537
C: 3.56241 2.33147 -4.04144  0.2510
C: 2.66037 1.99887 -5.07897  -0.2717
C: 1.47465 1.32742 -4.82390  -0.2619
C: 1.13543 0.98103 -3.51743  0.3004
O: -0.06583 0.38557 -3.34723  -0.6913
O: 4.86622 2.62021 -4.36402  -0.6794
H: 1.82453 0.94796 -1.46870  0.2379
H: 3.88667 2.11091 -1.94392  0.2180
H: 2.86183 2.38640 -6.07464  0.1902
H: 0.79780 1.10828 -5.63826  0.2178
H: -0.36785 0.17035 -2.45376  0.5171
H: 4.90866 2.77298 -5.31283  0.4699
C: 3.04453 4.89962 2.12089  -0.2338
C: 1.99551 4.22733 1.50627  -0.2581
C: 1.83040 4.40216 0.11174  0.2885
C: 2.59201 5.27404 -0.63987  -0.2562
C: 3.50944 6.09577 0.05950  -0.2690
C: 3.67048 5.92648 1.41324  0.2405
O: 4.64965 6.61472 2.12154  -0.6907
O: 0.78690 3.76531 -0.50731  -0.6914
H: 3.31240 4.70094 3.14844  0.2223
H: 1.39094 3.53391 2.07328  0.2252
H: 2.49516 5.38349 -1.70816  0.2291
H: 4.08972 6.83100 -0.48440  0.2046
H: 4.73916 7.48664 1.71970  0.4690
H: 0.62432 2.92266 -0.05135  0.5053
C: -0.18348 -4.68531 1.22365  -0.2390
C: -0.45269 -3.32076 1.34380  -0.2765
C: -1.49494 -2.93345 2.18260  0.3001
C: -2.31473 -3.89946 2.77505  -0.2532
C: -1.96613 -5.24350 2.70564  -0.2740
C: -0.84917 -5.62620 1.98889  0.2414
O: -0.43467 -6.94796 1.93180  -0.6828
O: -1.88285 -1.65247 2.36197  -0.7108
H: 0.74236 -4.97645 0.73927  0.2139
H: 0.11780 -2.63290 0.73625  0.2319
H: -3.26059 -3.67173 3.24562  0.2241
H: -2.60290 -6.03615 3.08714  0.2012
H: -0.75797 -7.34820 2.74681  0.4699
H: -1.39977 -0.99294 1.82085  0.5122
C: -3.48395 -1.98760 -0.51692  -0.2474
C: -4.12052 -3.19149 -0.32561  -0.2343
C: -5.35651 -3.39180 -0.98306  0.2679
C: -5.89821 -2.39905 -1.73297  -0.2916
C: -5.13123 -1.27383 -2.07725  -0.2488
C: -3.90383 -1.07453 -1.47018  0.2787
O: -3.17820 0.04722 -1.74231  -0.7092
O: -5.79137 -4.70311 -0.96029  -0.6833
H: -2.52851 -1.84336 -0.02420  0.2301
H: -3.72504 -3.94184 0.34368  0.2306
H: -6.89363 -2.53862 -2.14661  0.1981
H: -5.42149 -0.58198 -2.85753  0.2186
H: -2.78693 0.46962 -0.96489  0.5117
H: -6.73714 -4.73913 -1.15679  0.4671

Results
* LUMO: 2.46 eV
* DFT total energy: -4330.2919 Eh
* orbital gap: 0.294 Ha
* ΔE to the lowest compared entry with this formula, charge and spin: 41.6 kJ/mol
* total charge: -1
* spin multiplicity: 1

***

(4)
C25H28CaN5O3S | wB97M-V/def2-TZVPD

Last column: natural (NBO) charge in e.
Positions of all 63 atoms, in Å:
Ca: -2.34312 0.86345 0.04475  1.7290
C: -3.63657 -0.52295 2.76320  -0.2447
C: -3.77826 -1.49092 1.57828  -0.2349
N: -4.03689 -0.73261 0.35142  -0.7154
C: -5.39666 -0.17712 0.26196  -0.2411
C: -5.43993 1.17564 -0.44299  -0.5326
S: -4.38920 2.49973 0.25579  0.1482
C: -4.63388 2.39220 2.06856  -0.5407
C: -3.38124 1.94872 2.82818  -0.2383
N: -2.83814 0.65728 2.37929  -0.7170
H: -3.18576 -1.05440 3.60304  0.2184
H: -4.62079 -0.19279 3.09612  0.1996
H: -4.57163 -2.21405 1.79681  0.2059
H: -2.84697 -2.04779 1.44798  0.2077
H: -3.87340 -1.32063 -0.45992  0.4059
H: -5.80593 -0.08035 1.26658  0.1946
H: -6.06332 -0.84942 -0.28532  0.2214
H: -6.46430 1.54377 -0.46742  0.2438
H: -5.07338 1.08212 -1.46708  0.2672
H: -5.49135 1.75100 2.26144  0.2270
H: -4.89642 3.39543 2.39924  0.2545
H: -3.62282 1.93123 3.89757  0.2061
H: -2.60839 2.70664 2.67717  0.2117
H: -1.91404 0.56509 2.78634  0.3807
O: -0.77495 -1.64400 -5.00426  -0.6230
C: -0.53774 -2.02845 -3.73864  0.3453
C: 0.32174 -3.09600 -3.46780  -0.2913
C: 0.57148 -3.50577 -2.17328  -0.1695
C: -0.03647 -2.85239 -1.11118  -0.2568
C: -0.88204 -1.79139 -1.37543  -0.1795
C: -1.15245 -1.34802 -2.67252  -0.1900
C: -2.07185 -0.15615 -2.89479  0.7629
O: -2.37102 0.23709 -3.99904  -0.5784
O: -2.48626 0.39723 -1.78220  -1.0058
H: -0.30693 -2.21885 -5.61853  0.4825
H: 0.79715 -3.60932 -4.29681  0.2164
H: 1.23991 -4.33720 -1.99335  0.2252
H: 0.14869 -3.17113 -0.09332  0.2144
H: -1.35188 -1.28084 -0.53904  0.1527
N: 4.95402 0.87630 -0.83107  -0.5302
C: 6.25614 0.74927 -0.41606  0.1703
C: 7.47303 0.78904 -1.09015  -0.2599
C: 8.60852 0.63230 -0.32516  -0.1851
C: 8.54329 0.44237 1.06676  -0.2176
C: 7.34049 0.40199 1.73345  -0.1882
C: 6.17484 0.55686 0.97833  0.0714
N: 4.86155 0.56941 1.37386  -0.4182
C: 4.16212 0.75541 0.28346  0.2817
C: 2.71249 0.85629 0.28933  0.0968
C: 2.03266 0.69141 1.50237  -0.2288
C: 0.66484 0.80977 1.52705  0.0378
N: -0.08462 1.07269 0.44343  -0.5999
C: 0.56978 1.21945 -0.71621  0.0480
C: 1.94059 1.12377 -0.83975  -0.2502
H: 4.65231 1.01199 -1.77899  0.4196
H: 7.52886 0.93880 -2.16077  0.2228
H: 9.57808 0.65703 -0.80418  0.2241
H: 9.46558 0.32859 1.62059  0.2242
H: 7.27996 0.25918 2.80388  0.2300
H: 2.60256 0.47602 2.39455  0.2632
H: 0.14157 0.69302 2.46947  0.1807
H: -0.04402 1.41509 -1.58966  0.2193
H: 2.39034 1.24988 -1.81531  0.2257

Results
* LUMO: -3.01 eV
* DFT total energy: -2544.6951 Eh
* orbital gap: 0.282 Ha
* ΔE to the lowest compared entry with this formula, charge and spin: 108.2 kJ/mol
* total charge: +1
* spin multiplicity: 1